Record 1
{
  "formula": "C14H48O18S2",
  "method": "ωB97M-V/def2-TZVPD",
  "charge": 0,
  "e_lumo_ev": 0.10,
  "e_tot_ha": -2712.63537,
  "homo_ev": -9.2,
  "symbols": ["O", "S", "O", "O", "C", "C", "O", "H", "H", "H", "H", "O", "S", "O", "O", "C", "C", "O", "H", "H", "H", "H", "C", "O", "H", "H", "H", "H", "C", "O", "H", "H", "H", "H", "C", "O", "H", "H", "H", "H", "C", "O", "H", "H", "H", "H", "C", "O", "H", "H", "H", "H", "C", "O", "H", "H", "H", "H", "C", "O", "H", "H", "H", "H", "C", "O", "H", "H", "H", "H", "C", "O", "H", "H", "H", "H", "C", "O", "H", "H", "H", "H"],
  "positions_angstrom": [[15.345465, 8.346515, 12.390050], [14.278665, 8.817695, 11.550050], [14.554735, 9.621635, 10.361570], [13.367765, 7.538435, 11.098170], [12.004315, 7.685865, 11.522770], [11.831095, 9.086585, 12.105820], [13.154415, 9.430215, 12.525170], [11.268455, 7.490055, 10.742850], [11.783515, 6.892245, 12.236580], [11.251415, 9.056455, 13.028400], [11.428975, 9.824485, 11.411620], [12.429025, 9.585575, 18.551790], [13.507605, 9.051415, 17.767570], [13.797025, 7.603375, 17.855940], [13.395205, 9.432105, 16.177860], [14.617905, 9.989775, 15.669230], [15.591355, 9.893245, 16.770080], [14.873975, 9.907455, 17.952730], [14.917815, 9.554435, 14.716010], [14.351465, 11.008815, 15.388760], [16.335645, 10.689495, 16.759870], [16.082735, 8.921395, 16.723710], [13.085415, 5.714475, 6.822880], [13.465495, 5.992675, 8.171750], [13.584875, 6.442755, 6.183930], [13.277255, 4.732085, 6.391340], [12.026645, 5.948305, 6.711350], [12.986985, 6.815085, 8.299280], [17.051995, 12.080235, 9.194580], [17.620835, 12.884805, 10.177930], [16.294595, 11.394325, 9.574040], [16.567455, 12.831885, 8.571410], [17.848465, 11.543775, 8.678880], [17.727925, 13.788225, 9.871410], [7.291715, 8.129915, 12.083200], [8.426695, 8.928245, 12.350540], [7.070675, 8.195235, 11.017840], [7.443035, 7.055155, 12.183730], [6.465395, 8.499495, 12.690400], [8.643665, 8.894875, 13.285100], [11.101725, 12.458915, 9.985820], [10.347665, 12.084115, 8.863730], [11.540085, 11.584515, 10.466810], [11.787465, 13.251015, 9.685080], [10.454715, 12.849915, 10.771050], [9.775435, 11.352615, 9.106740], [11.238775, 6.975615, 15.189900], [10.361155, 6.684915, 14.114790], [11.056225, 7.997815, 15.521370], [11.235145, 6.254675, 16.007420], [12.254655, 6.977355, 14.794830], [9.535555, 6.476795, 14.558250], [12.204045, 13.507905, 13.819560], [12.655415, 12.320095, 13.231890], [12.948775, 14.014075, 14.433780], [11.803025, 14.196255, 13.075620], [11.376195, 13.286265, 14.493090], [13.581275, 12.316725, 12.978190], [9.805305, 10.857515, 14.992540], [8.993235, 9.651545, 14.892750], [10.137035, 11.230775, 14.023660], [9.177325, 11.626125, 15.443060], [10.731825, 10.711815, 15.547910], [8.961385, 9.181935, 15.729450], [18.619545, 9.211935, 11.928330], [18.926375, 8.071235, 12.680210], [19.396185, 9.725685, 11.361770], [17.816275, 9.054645, 11.208530], [18.166925, 9.857735, 12.680780], [19.345755, 7.474995, 12.055530], [7.656375, 10.243115, 9.190770], [8.816555, 10.028435, 9.874070], [7.049655, 9.338235, 9.225350], [7.064945, 11.063865, 9.596560], [7.859605, 10.619675, 8.188270], [8.589455, 9.790385, 10.775940], [10.867615, 8.345465, 7.830950], [12.157335, 8.171485, 8.444600], [10.671015, 9.401695, 7.647020], [10.766305, 7.658505, 6.990760], [10.015275, 7.987315, 8.408310], [12.363075, 8.942865, 8.977740]],
  "forces_ev_per_a": [[-0.715, 0.838, -0.817], [-0.490, -1.177, -0.768], [-0.647, -0.953, 2.130], [0.518, 1.253, -0.075], [-0.984, -0.763, 0.321], [0.092, -0.491, 0.350], [1.257, 0.653, -0.452], [0.541, 0.258, -0.568], [0.352, 0.260, 0.369], [-0.171, 0.055, -0.250], [0.100, -0.063, 0.009], [1.251, -0.100, -1.072], [0.885, -2.473, -0.727], [-0.576, 3.322, -0.137], [-0.701, -0.727, 1.085], [-1.278, 1.279, -1.444], [1.988, -1.040, -0.608], [-1.984, 0.140, 2.048], [-0.012, -0.718, 0.350], [0.102, 0.302, 0.324], [-0.161, -0.043, 0.178], [0.408, 0.015, -0.156], [-0.037, 1.180, -0.110], [0.240, -1.702, -0.915], [0.222, -0.018, -0.378], [0.204, -0.205, 0.797], [-0.291, -0.408, -0.170], [0.181, 0.410, 0.756], [-0.301, 0.883, -0.957], [0.742, 0.342, 2.111], [0.192, 0.034, 0.264], [-0.362, -0.841, -0.974], [-0.243, -0.188, -0.326], [-0.046, -0.260, -0.091], [-0.070, -0.009, -0.316], [0.142, -0.334, -0.905], [-0.224, 0.472, 0.058], [0.234, -0.091, 0.678], [-0.301, -0.333, -0.172], [0.152, 0.246, 0.544], [-0.793, -0.146, 0.436], [0.200, 0.375, -0.879], [0.810, 0.151, -0.222], [0.269, -0.390, 0.129], [-0.189, 0.419, 0.145], [-0.042, -0.226, 0.416], [0.994, 0.564, -0.395], [-0.315, -0.397, 0.430], [-0.022, 0.002, 0.467], [-0.327, 0.009, 0.010], [0.042, -0.052, -0.063], [-0.335, -0.130, -0.427], [-0.166, 0.566, 0.241], [-0.217, -0.923, -0.016], [0.208, 0.042, -0.125], [0.163, 0.173, -0.133], [-0.026, -0.277, -0.002], [-0.030, 0.414, 0.035], [-0.448, -0.160, 0.309], [0.661, 0.459, -0.473], [-0.435, -0.510, -0.318], [0.249, 0.120, 0.157], [-0.156, -0.218, 0.305], [0.201, 0.263, 0.176], [-1.647, 1.013, 0.333], [0.852, -0.516, -0.623], [0.609, -0.186, 0.467], [-0.155, -0.406, -0.141], [0.260, 0.593, -0.283], [0.068, -0.468, 0.252], [-1.758, 0.671, -0.770], [1.692, -0.045, 0.404], [-0.280, 0.037, -0.643], [-0.216, 0.076, 0.473], [0.157, -0.640, -0.267], [0.364, -0.119, 0.745], [-0.393, -0.324, 0.298], [-1.232, 0.479, -0.296], [0.129, -0.157, -0.562], [0.664, 0.647, -0.546], [0.226, 0.111, 0.995], [0.159, 0.101, -0.024]]
}

Record 2
{
  "formula": "C43H58N4O12",
  "method": "ωB97M-V/def2-TZVPD",
  "relative_energy_kcal_mol": 10.3,
  "charge": 0,
  "e_lumo_ev": -0.42,
  "e_tot_ha": -2795.23774,
  "homo_ev": -7.2,
  "symbols": ["C", "O", "C", "C", "C", "O", "C", "C", "H", "H", "H", "O", "C", "C", "C", "C", "C", "C", "C", "C", "C", "C", "C", "H", "H", "H", "O", "H", "O", "H", "N", "C", "O", "C", "C", "C", "C", "C", "H", "C", "H", "H", "H", "C", "O", "H", "C", "C", "H", "H", "H", "H", "C", "H", "O", "H", "C", "C", "H", "H", "H", "H", "C", "C", "C", "H", "H", "H", "H", "H", "O", "C", "O", "C", "H", "H", "H", "H", "H", "H", "H", "C", "H", "H", "H", "H", "C", "N", "N", "C", "H", "H", "C", "N", "C", "H", "H", "H", "C", "H", "H", "C", "H", "H", "H", "H", "H", "O", "H", "C", "O", "H", "H", "H", "H", "H", "H"],
  "positions_angstrom": [[6.404002, 3.436673, 2.636184], [6.493096, 2.592327, 1.519147], [5.240805, 2.354522, 0.892003], [4.755812, 3.603057, 0.207166], [3.575576, 4.171044, 0.411326], [2.641390, 3.623305, 1.242425], [1.428605, 4.329075, 1.372048], [1.568451, 5.533423, 2.297191], [2.350782, 6.194983, 1.932779], [0.625859, 6.073131, 2.335334], [1.824460, 5.174436, 3.290849], [0.947552, 4.725636, 0.101692], [-0.125516, 3.959750, -0.203114], [-0.527109, 3.106313, 0.833777], [-1.645695, 2.229143, 0.649953], [-2.117636, 1.337644, 1.638788], [-3.192218, 0.476633, 1.373285], [-3.804198, 0.507550, 0.104316], [-3.405944, 1.426338, -0.845150], [-2.304174, 2.287498, -0.616851], [-1.847226, 3.188499, -1.628675], [-0.759935, 4.034904, -1.429374], [-0.298062, 4.949944, -2.519239], [0.076799, 4.365831, -3.358071], [0.490216, 5.598496, -2.150869], [-1.130722, 5.550034, -2.880755], [-2.425920, 3.268963, -2.829098], [-3.167706, 2.641017, -2.881386], [-4.127954, 1.512561, -2.016083], [-4.911983, 0.951934, -1.914797], [-4.873156, -0.361282, -0.191431], [-4.886373, -1.364690, -1.127496], [-5.833162, -2.128439, -1.179537], [-3.749849, -1.448710, -2.093184], [-2.514342, -1.803915, -1.713950], [-2.117694, -2.131435, -0.367271], [-0.938560, -2.644692, -0.003634], [0.218451, -3.053531, -0.879942], [1.020915, -3.377717, -0.209195], [-0.195981, -4.260751, -1.730481], [-0.556987, -5.053981, -1.078381], [-0.989737, -3.989122, -2.416806], [0.643122, -4.634311, -2.307787], [0.789613, -1.882084, -1.722906], [0.325263, -1.943741, -3.052230], [0.626475, -1.128334, -3.477496], [2.337980, -1.844105, -1.686797], [2.952109, -3.130334, -2.238656], [2.517098, -3.357657, -3.209129], [4.027766, -3.018152, -2.358277], [2.775117, -3.966960, -1.568730], [2.641051, -1.730587, -0.643835], [2.879501, -0.647716, -2.525150], [3.094375, -1.043703, -3.527041], [1.942013, 0.369053, -2.783193], [1.712387, 0.838442, -1.960798], [4.227540, -0.108001, -1.975638], [4.938835, 0.623087, -3.116233], [4.339075, 1.470556, -3.439554], [5.922059, 0.977299, -2.823981], [5.063415, -0.049264, -3.961648], [4.818552, -0.975860, -1.674023], [4.090763, 0.833183, -0.759462], [5.446250, 1.215622, -0.130780], [6.124239, 0.017872, 0.531103], [7.002641, 0.362353, 1.067887], [5.446214, -0.459465, 1.232816], [6.435392, -0.710565, -0.212595], [6.104021, 1.611834, -0.905850], [3.572416, 1.747425, -1.077196], [3.328936, 0.236259, 0.304482], [2.067151, 0.589861, 0.496481], [1.445814, 1.313664, -0.250536], [1.499520, -0.039030, 1.734126], [1.464714, 0.715466, 2.519173], [0.483241, -0.374474, 1.540600], [2.124923, -0.864058, 2.060371], [0.427459, -0.948142, -1.260777], [-0.800065, -2.859650, 1.048861], [-2.861702, -1.998972, 0.405374], [-1.756998, -1.902838, -2.478109], [-4.133308, -1.307780, -3.537185], [-5.031098, -1.895429, -3.726644], [-3.330202, -1.660012, -4.178967], [-4.349789, -0.271074, -3.796471], [-5.444024, -0.559941, 0.631626], [-3.590294, -0.467860, 2.393843], [-4.710513, -1.081303, 2.319430], [-5.179926, -1.972328, 3.182879], [-6.240078, -2.780238, 2.614933], [-6.913664, -2.131863, 2.055062], [-6.791124, -3.230966, 3.443669], [-5.636902, -3.860537, 1.693082], [-4.213372, -3.972142, 1.965052], [-3.597599, -5.013830, 1.179789], [-2.522869, -5.007460, 1.354991], [-3.991610, -6.015600, 1.415398], [-3.777116, -4.806522, 0.126074], [-3.975253, -4.098477, 3.389482], [-4.570519, -4.918113, 3.831722], [-2.919841, -4.327160, 3.548843], [-4.333438, -2.752740, 4.064831], [-3.434703, -2.182646, 4.293782], [-4.879075, -2.920380, 4.997914], [-6.157104, -4.822336, 1.851607], [-5.753764, -3.575067, 0.645739], [-2.863927, -0.609093, 3.191692], [-1.600157, 1.250936, 2.875550], [-0.812287, 1.835634, 3.002821], [0.403673, 3.302847, 1.893134], [0.497056, 2.806723, 3.013725], [3.274516, 5.071826, -0.108021], [5.455288, 4.070639, -0.467312], [4.505845, 2.044723, 1.650048], [5.726179, 3.021665, 3.392714], [7.409035, 3.508887, 3.047988], [6.048758, 4.436643, 2.360818]],
  "forces_ev_per_a": [[-0.002, 0.149, 0.140], [-0.046, -0.177, -0.288], [-0.138, -0.049, -0.273], [-0.061, -0.179, 0.440], [0.120, 0.179, -0.222], [0.025, -0.112, -0.014], [0.023, 0.293, 0.768], [-0.035, -0.372, -0.380], [0.045, 0.072, -0.031], [-0.058, 0.061, 0.025], [0.017, -0.024, 0.036], [0.121, 0.125, -0.281], [-0.576, -0.723, 0.676], [-0.023, 0.433, -0.251], [-0.032, 0.022, -0.190], [-0.651, -0.306, -0.380], [0.460, 0.636, -0.494], [0.427, 0.381, -0.209], [-0.099, -0.136, 0.445], [-0.464, -0.548, 0.180], [0.654, 0.468, 0.237], [-0.213, -0.025, -0.323], [-0.062, -0.088, 0.062], [0.062, 0.044, -0.118], [0.051, 0.082, -0.065], [0.020, 0.092, -0.071], [0.015, -0.049, -0.006], [-0.044, 0.038, -0.009], [0.227, 0.084, 0.066], [-0.011, 0.138, -0.007], [-0.294, 0.330, 0.111], [0.023, -0.057, 0.091], [-0.023, -0.106, -0.105], [0.349, -0.294, -0.175], [-0.348, 0.118, -0.419], [0.182, -0.086, 0.457], [-0.079, 0.010, 0.120], [-0.102, 0.180, -0.329], [-0.033, 0.048, -0.037], [0.177, 0.051, 0.133], [-0.032, -0.091, 0.017], [-0.090, -0.014, -0.082], [0.064, -0.103, -0.123], [0.494, 0.272, 0.661], [-0.045, -0.158, -0.438], [-0.071, 0.076, 0.085], [-0.366, 0.063, -0.321], [-0.092, 0.204, 0.182], [-0.001, -0.049, -0.112], [0.135, -0.043, -0.021], [0.030, -0.159, 0.035], [-0.046, -0.026, -0.020], [0.411, -0.474, 0.249], [0.045, -0.030, 0.163], [-0.236, 0.426, -0.093], [0.003, -0.046, -0.028], [-0.354, 0.103, -0.067], [0.020, -0.087, 0.271], [-0.040, 0.118, -0.070], [0.124, 0.069, -0.053], [0.016, -0.035, -0.087], [0.006, -0.046, -0.002], [0.396, 0.389, -0.608], [-0.242, -0.054, 0.452], [0.038, 0.220, -0.139], [0.069, -0.085, 0.028], [-0.017, -0.098, 0.103], [0.042, -0.143, -0.040], [-0.078, 0.030, -0.053], [0.063, -0.192, 0.041], [0.280, -0.138, 0.197], [-0.342, -0.150, 0.157], [0.001, -0.033, -0.090], [0.070, 0.024, -0.099], [0.004, 0.030, 0.034], [-0.089, 0.016, -0.039], [0.009, -0.068, 0.038], [0.067, -0.182, -0.098], [-0.102, -0.023, 0.180], [-0.055, -0.045, 0.184], [0.001, -0.013, -0.173], [-0.052, -0.012, 0.065], [-0.024, -0.042, -0.079], [0.038, 0.005, -0.059], [-0.033, 0.047, -0.076], [-0.041, -0.062, -0.298], [0.080, -0.541, 0.771], [0.086, 0.483, -0.360], [-0.427, -0.018, 0.639], [0.017, -0.112, -0.155], [-0.018, -0.039, 0.092], [0.000, 0.039, -0.030], [-0.032, 0.059, -0.138], [0.001, -0.019, 0.176], [-0.011, -0.006, 0.031], [0.069, -0.057, -0.044], [-0.005, -0.024, -0.011], [0.033, -0.056, -0.093], [0.053, 0.034, -0.075], [0.058, -0.005, -0.018], [-0.046, -0.059, 0.034], [0.250, 0.024, -0.002], [-0.075, -0.050, 0.051], [0.106, 0.050, -0.030], [0.028, 0.000, -0.005], [-0.075, -0.069, 0.067], [-0.137, -0.119, 0.032], [0.266, 0.113, 0.237], [-0.015, -0.042, 0.047], [0.005, 0.025, -0.164], [0.069, 0.109, -0.051], [-0.005, 0.016, 0.004], [0.027, 0.169, -0.156], [0.113, -0.036, -0.042], [0.026, 0.014, -0.001], [-0.049, 0.054, 0.063], [0.026, -0.030, 0.047]]
}